(1)
Molecular formula: C3H3NOS
Method: DFT, wB97M-V/def2-TZVPD

Cartesian coordinates (Å):
C (-0.746, -1.384, 0.373)
C (0.402, 0.290, -1.154)
C (-0.078, -0.156, 0.223)
N (-1.382, -2.293, 0.642)
O (0.769, 1.374, -1.393)
S (-0.804, 1.185, 1.285)
H (0.441, -0.420, -2.066)
H (1.289, -0.718, 1.078)
H (0.109, 2.122, 1.013)

Results
- ΔE to the lowest compared entry with this formula, charge and spin: 313.7 kJ/mol
- Total energy: -17528.690 eV
- Charge: 0
- Gap between HOMO and LUMO: 8.7009 eV

So, what does the natural (NBO) scheme give us? The charges, in e, come out as: C 0.198; C 0.401; C -0.449; N -0.256; O -0.483; S 0.059; H 0.144; H 0.234; H 0.153

(2)
Molecular formula: C5H14O3
Method: DFT, wB97M-V/def2-TZVPD

Cartesian coordinates (Å):
C (1.034, -1.170, -0.009)
C (2.262, -1.397, 0.434)
C (0.676, -0.310, -1.196)
C (-0.362, 0.753, -0.862)
C (-0.231, 1.835, -0.118)
H (0.190, -1.637, 0.488)
H (2.276, -1.995, 1.337)
H (3.183, -0.972, 0.078)
H (1.557, 0.167, -1.630)
H (0.200, -0.979, -1.916)
H (-1.320, 0.535, -1.325)
H (-1.050, 2.530, 0.037)
H (0.651, 2.186, 0.410)
H (2.706, 3.970, 0.758)
H (2.401, 3.325, -0.629)
O (2.000, 3.690, 0.169)
H (-3.478, -2.308, 0.022)
H (-3.068, -3.427, -0.921)
O (-3.362, -3.263, -0.019)
H (-1.785, -0.285, 0.959)
H (-2.057, -0.516, 2.403)
O (-2.422, -0.734, 1.530)

Results
- ΔE to the lowest compared entry with this formula, charge and spin: 127.2 kJ/mol
- Total energy: -11552.806 eV
- Charge: 0
- SMILES: C=CCC=C.O.O.O
- Gap between HOMO and LUMO: 10.2437 eV

So, what does the natural (NBO) scheme give us? The charges, in e, come out as: C -0.156; C -0.411; C -0.489; C -0.207; C -0.392; H 0.202; H 0.198; H 0.196; H 0.214; H 0.217; H 0.191; H 0.199; H 0.228; H 0.478; H 0.477; O -0.944; H 0.479; H 0.459; O -0.938; H 0.475; H 0.473; O -0.950

(3)
Molecular formula: C13H10F5I2N3O3PtS
Method: DFT, wB97M-V/def2-TZVPD

Cartesian coordinates (Å):
Pt (-0.277, -0.881, 0.072)
C (-0.315, -1.665, -3.107)
O (-0.901, -2.075, -1.880)
C (-2.322, -2.168, -1.924)
C (-2.810, -2.663, -0.563)
O (-2.507, -1.713, 0.458)
C (-3.550, -0.787, 0.765)
H (-0.378, -2.485, -3.831)
H (0.737, -1.447, -2.923)
H (-0.820, -0.793, -3.530)
H (-2.606, -2.881, -2.708)
H (-2.758, -1.187, -2.155)
H (-2.278, -3.583, -0.306)
H (-3.884, -2.870, -0.580)
H (-4.449, -1.322, 1.083)
H (-3.784, -0.151, -0.092)
H (-3.191, -0.181, 1.597)
F (4.378, 2.742, 3.900)
C (3.821, 2.030, 2.956)
C (2.459, 1.677, 3.027)
F (1.712, 2.052, 4.046)
C (1.905, 0.916, 2.014)
F (0.592, 0.598, 2.064)
C (2.653, 0.468, 0.910)
S (2.021, -0.514, -0.356)
C (4.010, 0.857, 0.843)
F (4.729, 0.493, -0.201)
C (4.589, 1.613, 1.856)
F (5.859, 1.944, 1.790)
I (-0.673, -2.681, 2.437)
I (1.011, -3.536, 4.322)
O (-1.554, 0.814, -0.992)
N (-1.371, 1.876, -1.587)
C (-0.567, 2.862, -1.523)
C (0.499, 2.909, -0.581)
N (1.358, 2.844, 0.171)
C (-0.655, 3.978, -2.406)
N (-0.684, 4.909, -3.064)

Results
- Total energy: -68100.133 eV
- Charge: +2
- Gap between HOMO and LUMO (spin up / spin down): 3.7650 / 4.0451 eV

So, what does the natural (NBO) scheme give us? The charges, in e, come out as: Pt 0.878; C -0.259; O -0.566; C -0.110; C -0.104; O -0.573; C -0.264; H 0.221; H 0.198; H 0.196; H 0.231; H 0.201; H 0.223; H 0.236; H 0.222; H 0.203; H 0.218; F -0.207; C 0.425; C 0.287; F -0.240; C 0.389; F -0.290; C -0.323; S 0.387; C 0.388; F -0.244; C 0.321; F -0.239; I 0.150; I 0.172; O -0.338; N 0.190; C -0.040; C 0.274; N -0.285; C 0.190; N -0.116